(1)
Here is a structure of composition C9H10I2InO6SY from the Open Molecules 2025 dataset. Energies are from the ωB97M-V functional and the def2-TZVPD basis.

Geometry (Å):
1 I 4.056 -1.379 0.619
2 I 4.081 1.377 0.630
3 In -0.030 1.410 1.428
4 Y 0.157 -1.401 1.507
5 S 0.773 0.071 -0.494
6 C -1.294 -2.805 0.063
7 C -0.834 -2.834 2.985
8 C -0.240 0.000 -2.011
9 C 0.304 1.275 -2.671
10 C -1.748 -0.003 -1.854
11 C 0.307 -1.272 -2.662
12 C -0.762 2.778 2.976
13 C -1.278 2.789 0.048
14 O -1.149 -3.567 3.778
15 O -1.866 -3.532 -0.598
16 O -1.129 3.525 3.739
17 O -1.863 3.522 -0.588
18 H -0.073 1.272 -3.684
19 H 1.400 1.253 -2.673
20 H -0.036 2.169 -2.140
21 H -2.138 -0.005 -2.883
22 H -2.110 0.894 -1.336
23 H -2.112 -0.902 -1.342
24 H -0.071 -1.279 -3.682
25 H -0.029 -2.173 -2.140
26 H 1.403 -1.257 -2.670
27 O 1.628 1.069 4.584
28 C 1.563 0.056 4.009
29 O 1.400 -0.085 2.651
30 H 1.690 -0.967 4.413

## Properties
total charge	+4
LUMO level (alpha / beta)	-15.9 / -17.5	eV
E_HOMO (alpha / beta)	-0.8533 / -0.7920	hartree
spin multiplicity	1

For each atom in turn, the Mulliken charge in e is: atom 1 (I): 0.40, atom 2 (I): 0.56, atom 3 (In): 1.18, atom 4 (Y): 1.07, atom 5 (S): 0.05, atom 6 (C): 0.07, atom 7 (C): 0.02, atom 8 (C): 0.73, atom 9 (C): -1.25, atom 10 (C): -1.12, atom 11 (C): -1.28, atom 12 (C): 0.35, atom 13 (C): 0.06, atom 14 (O): 0.16, atom 15 (O): 0.05, atom 16 (O): 0.02, atom 17 (O): 0.02, atom 18 (H): 0.49, atom 19 (H): 0.40, atom 20 (H): 0.26, atom 21 (H): 0.47, atom 22 (H): 0.23, atom 23 (H): 0.25, atom 24 (H): 0.47, atom 25 (H): 0.30, atom 26 (H): 0.40, atom 27 (O): -0.29, atom 28 (C): -0.11, atom 29 (O): -0.30, atom 30 (H): 0.34

***

(2)
Here is the molecule C9H10INS2 from the Open Molecules 2025 dataset. Energies are from the ωB97M-V functional and the def2-TZVPD basis.

Geometry (Å):
1 C 1.184 1.106 -2.178
2 C 1.345 2.473 -1.973
3 C 0.476 0.368 -1.276
4 C 0.638 3.087 -1.029
5 C -0.184 0.930 -0.160
6 C -0.152 2.352 -0.095
7 C 0.030 -1.319 0.743
8 C -1.510 0.285 1.775
9 C -0.243 -4.044 0.703
10 N -0.434 -0.068 0.856
11 S -1.110 3.486 0.756
12 S -0.807 -2.599 1.661
13 I 2.209 -1.512 0.384
14 H 1.682 0.504 -2.982
15 H 2.136 3.062 -2.474
16 H 0.117 -0.666 -1.529
17 H 0.907 4.125 -0.877
18 H -1.559 -0.270 2.687
19 H -1.550 1.370 2.020
20 H -2.569 0.095 1.221
21 H 0.087 -4.727 1.344
22 H 0.471 -3.583 0.093
23 H -1.167 -4.456 0.329

## Properties
LUMO level (alpha / beta)	-0.8 / -2.0	eV
energy relative to the best compared isomer or geometry (same formula, charge and spin)	69.66	kcal per mole
E_HOMO (alpha / beta)	-0.2988 / -0.2578	hartree
spin multiplicity	1

For each atom in turn, the Mulliken charge in e is: atom 1 (C): -0.54, atom 2 (C): -0.49, atom 3 (C): -0.56, atom 4 (C): -0.54, atom 5 (C): 0.84, atom 6 (C): 0.13, atom 7 (C): -0.18, atom 8 (C): -0.93, atom 9 (C): -0.77, atom 10 (N): 0.20, atom 11 (S): -0.30, atom 12 (S): -0.05, atom 13 (I): 0.07, atom 14 (H): 0.31, atom 15 (H): 0.31, atom 16 (H): 0.42, atom 17 (H): 0.35, atom 18 (H): 0.37, atom 19 (H): 0.20, atom 20 (H): 0.32, atom 21 (H): 0.38, atom 22 (H): 0.20, atom 23 (H): 0.27

***

(3)
Here is a structure of composition C9H10MnNO8S2 from the Open Molecules 2025 dataset. Energies are from the ωB97M-V functional and the def2-TZVPD basis.

Geometry (Å):
1 Mn -0.276 -0.626 1.022
2 N -1.814 0.508 0.457
3 C -2.849 0.744 1.493
4 C -2.265 1.545 2.638
5 C -1.067 0.937 3.314
6 O -0.774 1.057 4.453
7 O -0.170 0.180 2.536
8 H -1.439 1.396 0.130
9 H -2.234 0.058 -0.355
10 H -3.211 -0.226 1.824
11 H -3.684 1.286 1.049
12 H -3.022 1.689 3.406
13 H -1.969 2.546 2.306
14 O 0.642 -0.880 -0.850
15 S 1.914 -1.819 -0.140
16 O 1.320 -1.786 1.260
17 O 0.756 0.349 -0.109
18 C 1.568 -3.347 -0.853
19 C 2.676 -3.996 -1.401
20 C 2.523 -5.277 -1.899
21 C 1.275 -5.883 -1.856
22 C 0.162 -5.227 -1.334
23 C 0.300 -3.953 -0.831
24 S -1.351 -3.503 1.214
25 O -0.255 -4.064 1.943
26 O -1.493 -1.926 1.451
27 O -0.765 -3.225 -0.382
28 H 3.643 -3.506 -1.415
29 H 3.371 -5.800 -2.318
30 H 1.157 -6.885 -2.247
31 H -0.813 -5.697 -1.330

## Properties
total charge	+1
LUMO level (alpha / beta)	-6.7 / -5.7	eV
energy relative to the best compared isomer or geometry (same formula, charge and spin)	111.68	kcal per mole
E_HOMO (alpha / beta)	-0.4836 / -0.4835	hartree
spin multiplicity	2

For each atom in turn, the Mulliken charge in e is: atom 1 (Mn): 1.08, atom 2 (N): -0.35, atom 3 (C): -0.39, atom 4 (C): -0.55, atom 5 (C): 0.49, atom 6 (O): -0.46, atom 7 (O): -0.55, atom 8 (H): 0.39, atom 9 (H): 0.34, atom 10 (H): 0.31, atom 11 (H): 0.41, atom 12 (H): 0.35, atom 13 (H): 0.29, atom 14 (O): -0.16, atom 15 (S): 0.37, atom 16 (O): -0.33, atom 17 (O): -0.37, atom 18 (C): 1.10, atom 19 (C): -0.55, atom 20 (C): -0.67, atom 21 (C): -0.52, atom 22 (C): -0.38, atom 23 (C): 0.05, atom 24 (S): 0.54, atom 25 (O): -0.42, atom 26 (O): -0.38, atom 27 (O): -0.38, atom 28 (H): 0.42, atom 29 (H): 0.43, atom 30 (H): 0.41, atom 31 (H): 0.48

***

(4)
Here is the molecule C9H10N2OS2 from the Open Molecules 2025 dataset. Energies are from the ωB97M-V functional and the def2-TZVPD basis.

Geometry (Å):
1 O 2.509 -1.493 1.319
2 N -0.137 0.812 -0.100
3 S 1.288 -0.910 -1.460
4 C 0.801 -0.107 0.026
5 C -1.432 2.292 -3.147
6 C -0.535 1.669 -4.074
7 C -1.228 1.991 -1.794
8 C 0.322 0.633 -3.697
9 C -0.342 0.980 -1.432
10 C 0.416 0.251 -2.410
11 N 0.425 -1.369 2.439
12 S 1.572 -0.425 1.583
13 C 0.915 -2.305 3.439
14 C -0.797 -0.715 2.926
15 H -2.107 3.053 -3.398
16 H -0.610 1.951 -5.146
17 H -1.803 2.497 -1.177
18 H 0.962 0.249 -4.389
19 H 0.452 -3.336 3.188
20 H 0.624 -1.941 4.524
21 H 1.946 -2.354 3.525
22 H -0.382 0.050 3.661
23 H -1.360 -0.119 2.213
24 H -1.499 -1.353 3.382

## Properties
LUMO level	-0.2	eV
energy relative to the best compared isomer or geometry (same formula, charge and spin)	34.76	kcal per mole
E_HOMO	-0.3170	hartree
spin multiplicity	1

For each atom in turn, the Mulliken charge in e is: atom 1 (O): -0.61, atom 2 (N): -0.48, atom 3 (S): -0.20, atom 4 (C): 0.52, atom 5 (C): -0.64, atom 6 (C): -0.37, atom 7 (C): -0.46, atom 8 (C): -0.47, atom 9 (C): 0.11, atom 10 (C): 0.31, atom 11 (N): -0.01, atom 12 (S): 0.42, atom 13 (C): -0.92, atom 14 (C): -0.98, atom 15 (H): 0.43, atom 16 (H): 0.31, atom 17 (H): 0.57, atom 18 (H): 0.50, atom 19 (H): 0.22, atom 20 (H): 0.31, atom 21 (H): 0.41, atom 22 (H): 0.36, atom 23 (H): 0.28, atom 24 (H): 0.38

***

Calculated total energy: -54984.290, -40752.152, -80344.387, -36190.468 (eV)
Max |F|: 5.5, 4.2, 1.1, 5.5 (eV/Å)